214
Properties=species:S:1:pos:R:3:forces:R:3 method="wB97M-V/def2-TZVPD" lumo_ev=0.6 homo_lumo_gap_ev=7.291 energy_ha=-4911.189081 homo_energy_ev=-6.7
Pb 2.2846 -1.7227 0.1264 -0.303 -0.278 -0.075
Pb -2.1411 2.9033 0.1603 0.314 -0.282 1.837
N 5.2014 -2.7871 0.7120 1.887 0.106 -0.554
O 6.1474 -3.3692 1.2699 -0.929 0.870 -0.119
O 4.2340 -3.4553 0.2819 -0.702 0.370 0.189
O 5.2662 -1.5293 0.4623 -0.659 -1.172 0.472
S -0.9690 -0.5726 -0.0468 -1.447 0.222 -0.591
O -0.0370 -1.0912 0.9821 1.400 -0.946 1.277
O -1.8729 0.4217 0.5902 0.213 0.808 0.155
O -0.1518 0.0946 -1.0689 0.361 -0.329 -0.404
O -1.8151 -1.6583 -0.5566 0.637 -0.015 -0.119
C 0.5141 4.3235 -1.2241 0.546 1.784 -0.798
C 1.0608 5.0100 0.0226 0.807 0.763 -0.748
C 1.3450 6.4691 -0.3224 0.875 0.091 0.283
C 1.3699 7.3810 0.9219 0.934 -0.105 0.189
C 0.1631 7.0869 1.8402 -2.219 -0.525 -0.590
C -0.0782 5.5666 2.2311 2.021 1.679 -0.319
N -0.0552 4.8689 0.9580 -0.020 -0.716 -0.239
O -0.0976 3.4807 1.1721 -1.155 -1.118 0.508
C -1.4785 5.4097 2.8364 0.385 0.625 -0.392
C 1.0913 5.1506 3.1736 -1.152 0.342 1.266
C 2.3655 4.3448 0.4317 1.252 -1.511 -0.092
H -0.4817 4.7956 -1.2997 0.034 -0.730 -0.342
H 0.5438 3.2797 -1.0160 -0.310 -0.856 -0.445
H 1.0797 4.6156 -2.1434 -0.232 -0.439 0.664
H 0.5181 6.8315 -0.9006 -0.527 0.212 -0.663
H 2.2889 6.5154 -0.9780 -1.316 0.128 1.077
H 1.3191 8.3932 0.5376 -0.291 0.407 0.106
H 2.3798 7.3948 1.4299 -1.099 -0.517 -0.129
H -0.8391 7.3116 1.2912 1.730 0.076 0.486
H 0.1093 7.6927 2.7563 0.381 -0.082 -0.236
H -1.5554 4.4585 3.3476 -0.131 -0.010 0.495
H -2.1940 5.3854 2.0107 0.021 0.004 -0.056
H -1.7413 6.3129 3.4247 0.208 -0.769 0.178
H 2.0727 5.4994 2.8539 -0.264 -0.048 -0.055
H 1.0796 4.0744 3.3226 0.209 -0.216 -0.198
H 0.9255 5.5895 4.1896 0.020 -0.163 -0.659
H 2.1931 3.2436 0.5834 0.049 1.102 0.160
H 2.8065 4.7809 1.3421 -0.142 -0.289 -0.505
H 3.1757 4.3729 -0.3595 -1.044 0.353 0.529
C -5.4321 2.5390 2.8575 -1.555 0.120 -1.298
C -4.4887 1.3477 2.6983 -0.732 1.859 -1.167
C -4.7806 0.5547 1.4640 -0.080 -0.266 -0.542
O -4.5205 1.2900 0.2615 -0.288 0.125 0.133
C -4.7862 0.5143 -0.8888 0.416 -1.259 -0.265
N -3.1501 1.8745 2.6645 0.858 -0.806 0.102
H -6.3794 2.2030 3.3302 0.411 0.377 -0.240
H -5.7126 3.0575 1.8619 0.605 -0.972 1.421
H -4.9649 3.2890 3.4707 0.058 0.357 0.435
H -4.6514 0.6718 3.5082 -0.123 -0.658 0.937
H -5.8124 0.1815 1.5082 -0.117 0.212 -0.272
H -4.1400 -0.3086 1.4900 0.476 -0.608 -0.282
H -4.5216 1.0209 -1.8383 0.201 0.204 0.819
H -5.8661 0.3420 -0.9650 0.002 -0.344 0.077
H -4.2120 -0.4867 -0.8509 -0.792 1.333 0.025
H -3.0308 2.3617 3.5504 0.312 -0.004 -0.231
H -2.5266 1.0419 2.7656 -0.080 1.140 -0.230
C -2.4808 -2.4262 -3.4169 1.194 -2.051 1.468
C -2.5621 -1.1172 -4.0979 -0.899 0.416 -0.912
C -2.1369 -1.1214 -5.5578 1.303 1.080 0.452
O -0.7018 -1.2816 -5.5985 -0.728 0.797 0.423
C -0.2615 -1.5482 -6.8885 -0.575 -0.791 -1.281
N -3.9048 -0.5351 -3.9553 -0.616 0.310 -2.201
H -2.9044 -2.4236 -2.3819 0.266 0.372 -0.888
H -1.3975 -2.6389 -3.2118 -0.916 -0.161 -0.357
H -2.9429 -3.2956 -3.9386 0.286 0.662 -0.114
H -1.8517 -0.4509 -3.6332 0.210 0.378 0.465
H -2.4096 -0.1670 -6.0620 0.066 -0.444 0.303
H -2.5438 -1.9300 -6.0988 -0.922 -1.136 -0.686
H -0.6220 -0.8291 -7.7055 0.320 -0.801 1.187
H -0.5543 -2.5943 -7.1350 -0.256 0.526 -0.387
H 0.8102 -1.6055 -6.9069 0.633 0.476 0.172
H -4.2068 -0.7611 -3.0498 -0.757 -0.328 1.313
H -4.6347 -0.8743 -4.6344 1.318 0.196 0.902
C 3.5942 2.3640 -3.0342 -2.430 1.370 0.296
C 3.1757 0.9826 -3.4533 -0.666 -0.337 -0.434
C 4.3000 0.0536 -3.0718 -1.084 -0.633 -0.587
O 4.0545 -1.2428 -3.5854 0.558 -0.569 0.428
C 5.1248 -2.1664 -3.2344 -0.757 1.218 -0.247
N 1.8690 0.7234 -2.8719 -0.319 -1.390 0.156
H 3.8426 2.3713 -1.9512 0.526 0.024 -0.709
H 2.6520 3.0158 -3.0579 1.242 -0.731 -0.174
H 4.2936 2.8068 -3.7209 0.708 0.212 0.230
H 2.9892 0.8304 -4.5445 0.496 0.611 0.497
H 4.3561 0.0215 -1.9985 0.390 -0.034 0.832
H 5.1820 0.4721 -3.5086 1.098 0.139 -0.131
H 6.0026 -1.8258 -3.8154 -0.010 -0.470 0.594
H 4.8015 -3.1540 -3.5472 0.059 -0.069 -0.086
H 5.2654 -2.1583 -2.1355 0.265 0.024 -0.534
H 1.6132 -0.2639 -3.0505 -0.089 0.829 0.165
H 1.8114 0.8339 -1.8566 0.109 0.112 -0.290
C -2.1924 2.1565 -4.4974 0.179 -0.804 -0.018
C -2.1443 2.9183 -3.2123 1.101 0.308 0.645
C -3.4373 3.6616 -3.0923 -1.579 0.170 0.006
O -3.8385 3.9125 -1.7644 0.802 -0.988 0.053
C -5.0008 4.6258 -1.4995 -1.017 -0.648 -0.039
N -1.7484 2.0240 -2.0927 -0.725 0.579 -0.718
H -2.4079 2.7955 -5.3247 -0.151 0.601 -0.718
H -3.0278 1.4358 -4.4049 0.624 0.097 -0.225
H -1.2288 1.6681 -4.6869 -0.259 -0.102 -0.011
H -1.3874 3.7129 -3.2344 0.265 -0.426 0.013
H -4.1877 3.0926 -3.6845 -0.193 0.423 0.593
H -3.2916 4.6343 -3.5341 -0.067 0.385 -0.765
H -4.9503 5.6654 -1.7790 0.109 0.484 -0.290
H -5.1339 4.5363 -0.4393 0.019 0.286 0.738
H -5.9246 4.1626 -1.8974 0.474 0.098 -0.389
H -2.1910 1.1038 -2.1402 0.064 0.216 -0.068
H -0.7651 1.8596 -2.2233 0.528 -0.496 0.175
C -0.1749 -5.9772 0.3191 0.842 -1.666 -1.133
C 1.0461 -5.0753 -0.2332 -1.097 -1.176 1.983
C 0.7789 -4.5331 -1.6362 0.762 0.179 3.327
O 1.7330 -3.5899 -1.9582 0.953 0.583 0.427
C 1.6354 -3.2159 -3.2920 -1.044 0.714 -1.153
N 1.1545 -3.9611 0.7242 -0.172 2.141 -0.598
H -1.1468 -5.5727 0.0721 -0.165 0.511 -0.181
H -0.1739 -6.1208 1.4108 0.443 0.375 -0.333
H -0.2039 -7.0529 -0.0897 0.332 1.545 0.285
H 1.9846 -5.6838 -0.1648 -0.670 0.725 -0.182
H -0.1845 -4.1340 -1.5601 -1.781 1.024 -0.442
H 0.8022 -5.3332 -2.2661 -0.035 -2.254 -2.172
H 0.6464 -2.8033 -3.5250 -0.122 -0.291 0.024
H 1.8576 -4.0145 -3.9765 -0.072 -0.859 -0.228
H 2.3066 -2.4403 -3.5663 0.882 0.675 0.426
H 1.4989 -4.1877 1.6287 0.550 -0.564 0.724
H 0.3020 -3.3977 0.9166 0.085 -0.845 -0.587
C 7.5052 1.8966 2.8081 -1.701 0.142 -1.739
C 7.0887 0.6694 2.0269 1.909 -0.830 -1.315
C 8.2344 0.0461 1.1411 0.386 2.659 0.442
O 8.5464 0.8266 -0.0177 0.073 -0.084 0.350
C 7.5969 0.7223 -1.0394 -1.086 1.203 -0.468
N 6.5811 -0.3508 2.8644 -0.504 -1.455 2.026
H 6.5654 2.3099 3.1910 0.396 0.205 0.385
H 7.8609 2.5880 2.0386 0.496 0.205 0.562
H 8.1900 1.6579 3.5931 0.594 0.054 0.396
H 6.3257 0.8564 1.2779 -0.385 0.625 0.033
H 7.9192 -0.9052 0.8644 -0.637 -1.898 -0.696
H 9.1880 -0.0426 1.6588 -0.027 0.040 0.385
H 6.6595 1.3180 -0.8331 0.534 -0.663 0.215
H 7.2897 -0.3292 -1.2045 0.276 0.456 -0.323
H 7.9838 1.2828 -1.9254 0.063 -1.044 0.431
H 6.4727 -1.2114 2.3270 -0.001 0.102 0.283
H 7.1862 -0.5537 3.6859 -0.487 0.257 -0.953
C 4.1938 2.2831 5.0216 0.429 1.579 0.272
O 3.1432 1.8053 4.2178 0.658 -0.574 -0.194
C 3.4126 1.8043 2.7935 -2.358 0.085 1.040
C 2.4531 0.7650 2.1420 0.880 -0.420 -0.758
N 2.8612 -0.6378 2.3686 1.113 0.362 -0.009
C 2.3675 -1.1704 3.6326 -0.426 0.381 0.638
C 3.1495 -2.3326 4.1209 0.480 0.006 -0.929
O 2.8867 -3.3623 3.1598 0.666 -0.027 1.499
C 3.7689 -4.4529 3.3385 -0.175 -0.856 -1.433
H 3.9357 2.2254 6.0828 -0.325 -0.540 -0.172
H 4.3354 3.4046 4.9113 0.104 -1.027 -0.406
H 5.1587 1.7618 4.8787 -0.443 0.132 -0.191
H 4.4411 1.5763 2.5295 0.250 -0.288 0.222
H 3.1631 2.8161 2.4619 0.114 -0.156 -0.368
H 2.5475 0.9191 1.0714 0.214 0.317 -0.543
H 1.3682 0.7260 2.2340 -0.050 1.016 0.818
H 3.8877 -0.6568 2.3476 -0.115 -0.124 0.127
H 1.3422 -1.4192 3.4401 -0.626 -0.493 0.198
H 2.3421 -0.4906 4.4785 0.192 0.847 -0.263
H 2.9139 -2.5610 5.1774 -0.014 -0.230 -0.731
H 4.2327 -2.0745 4.0906 -0.366 -0.178 -0.009
H 3.6687 -4.9883 2.3709 0.492 -0.073 0.696
H 3.5058 -5.1229 4.1570 -0.366 0.074 0.206
H 4.8112 -4.1615 3.4860 -0.043 0.261 -0.219
C 0.6494 -3.0114 6.2895 0.878 -2.393 -1.684
O -0.0065 -2.3046 5.2641 -0.255 0.723 0.059
C -1.1825 -1.6584 5.7580 -1.733 -0.700 -1.891
C -1.9550 -0.8668 4.5835 0.323 -1.194 0.460
N -1.2382 0.1753 3.9163 1.106 0.803 0.594
C -0.4378 1.1347 4.6963 -0.184 0.119 0.255
C -1.2347 1.6739 5.8969 1.340 -1.514 -0.062
O -2.4438 2.1950 5.4839 -0.795 0.905 0.367
C -3.0059 3.1539 6.3775 1.167 -0.523 -0.596
H 0.9495 -2.3349 7.0503 0.417 0.444 1.031
H 1.5823 -3.5669 5.8335 -1.918 1.236 0.892
H 0.0124 -3.8416 6.6733 0.177 0.636 0.098
H -1.0275 -0.9918 6.5982 0.515 -0.122 0.256
H -1.8762 -2.4799 6.0511 0.176 0.560 0.231
H -2.9462 -0.4786 4.9451 0.872 -0.439 0.137
H -2.1637 -1.5748 3.7500 -0.114 0.066 0.814
H -0.7116 -0.2088 3.1562 0.383 -0.086 -0.491
H -0.0753 1.9446 4.0357 -0.499 -0.210 0.120
H 0.4938 0.7480 5.1549 -0.224 -0.378 -0.213
H -0.5724 2.3878 6.4304 -0.530 -0.111 -0.171
H -1.4095 0.7813 6.5559 0.071 1.000 -0.090
H -3.2541 3.9942 5.7848 -1.121 0.775 -0.528
H -2.2705 3.5340 7.0366 1.217 0.325 0.755
H -3.7434 2.7638 7.0338 -1.219 -0.469 0.080
C -6.5697 -5.1065 -0.3369 -0.240 1.203 -0.259
O -6.3261 -4.1086 -1.3071 0.577 0.763 -0.656
C -5.1663 -4.2639 -2.1360 -0.028 -0.729 1.088
C -5.2902 -5.3197 -3.1977 -0.779 1.207 -0.957
N -6.2155 -4.8597 -4.2438 0.792 -0.158 1.422
C -6.2075 -5.6592 -5.4193 1.414 -2.713 1.579
C -4.8933 -5.8182 -6.1906 -1.676 1.823 -0.993
O -4.5326 -4.4997 -6.6215 0.196 -0.740 0.007
C -3.5747 -4.5293 -7.6546 -1.234 1.039 -1.289
H -7.5746 -4.8638 0.0237 0.176 -0.282 0.121
H -5.8656 -5.0279 0.5062 0.010 -0.341 -0.274
H -6.5935 -6.0566 -0.8337 0.138 -0.897 0.204
H -4.2791 -4.5599 -1.5173 -0.482 0.711 -0.224
H -5.0000 -3.3248 -2.6899 0.009 -0.101 0.779
H -5.6923 -6.2392 -2.8586 -0.248 -1.080 0.703
H -4.2789 -5.5056 -3.5415 0.443 -0.112 -0.404
H -6.0788 -3.8722 -4.4208 0.052 -0.100 -0.306
H -7.0059 -5.2534 -5.9631 -0.882 0.008 -1.707
H -6.3928 -6.7764 -5.1438 -0.450 1.759 -0.166
H -5.2040 -6.4273 -7.0376 0.312 -0.136 -0.529
H -4.0749 -6.3175 -5.7169 0.482 -0.264 0.773
H -2.5972 -4.7784 -7.2833 0.637 -0.170 0.105
H -3.5867 -3.4896 -8.1042 0.304 -1.182 0.443
H -3.8953 -5.2514 -8.4578 0.432 0.552 0.615